Entry 1:
2 unconnected molecules or ions with the total composition CH2N2O2S in a non-equilibrium geometry. Source: the OMol25 dataset; level of theory: ωB97M-V with the def2-TZVPD basis set.

The geometry in ORCA input format:
```
! wB97M-V def2-TZVPD RIJCOSX def2/J DEFGRID3
* xyz 0 3
C 0.264 0.185 1.468
N -0.839 -0.234 1.734
N -0.102 -0.464 -1.112
O 0.591 0.080 -2.184
O -1.270 -0.531 -1.138
S 1.587 0.984 1.593
H 1.403 0.521 -1.758
H -1.635 -0.541 1.396
*
```

The gap between HOMO and LUMO (alpha / beta) is 0.3264 / 0.2746 hartree. The calculation puts the energy above the lowest of the compared OMol25 structures with the same formula, charge and spin at 211.51 kJ/mol. As for the expectation value of S²: 2.0085. For the HOMO energy (alpha / beta), the calculation gives -8.282 / -9.728 eV.

natural (NBO) population analysis, charges in e, atoms 1 to 6: number 1, C, carries 0.210; number 2, N, carries -0.635; number 3, N, carries 0.258; number 4, O, carries -0.516; number 5, O, carries -0.227; number 6, S, carries -0.004

=====

Entry 2:
2 unconnected molecules or ions with the total composition CH2N2O3 in a non-equilibrium geometry. Source: the OMol25 dataset; level of theory: ωB97M-V with the def2-TZVPD basis set.

The geometry in ORCA input format:
```
! wB97M-V def2-TZVPD RIJCOSX def2/J DEFGRID3
* xyz 0 1
C -1.735 -0.544 0.052
N 2.018 -0.073 -0.306
N 1.075 0.557 -0.001
O -0.507 -0.503 0.192
O -2.547 0.257 -0.375
O 0.777 1.616 0.348
H -2.116 -1.604 0.472
H 3.034 0.294 -0.383
*
```

The gap between HOMO and LUMO (alpha / beta) is 0.2724 / 0.2571 hartree. The calculation puts the energy above the lowest of the compared OMol25 structures with the same formula, charge and spin at 409.96 kJ/mol. For the HOMO energy (alpha / beta), the calculation gives -9.768 / -9.615 eV.

natural (NBO) population analysis, charges in e, atoms 1 to 6: number 1, C, carries 0.641; number 2, N, carries -0.376; number 3, N, carries 0.585; number 4, O, carries -0.567; number 5, O, carries -0.615; number 6, O, carries -0.217

=====

Entry 3:
A single CH2N2O3 molecule in a non-equilibrium geometry. Source: the OMol25 dataset; level of theory: ωB97M-V with the def2-TZVPD basis set.

The geometry in ORCA input format:
```
! wB97M-V def2-TZVPD RIJCOSX def2/J DEFGRID3
* xyz 0 1
O -1.623 -1.243 1.517
N -0.597 -0.879 1.019
O -0.658 0.545 1.057
N -0.141 1.308 0.031
C 0.621 0.713 -0.804
O 0.905 -0.552 -0.834
H 1.028 1.345 -1.732
H 0.464 -1.236 -0.254
*
```

As for the SMILES: O=NO/N=C\O. The gap between HOMO and LUMO is 0.3385 hartree. The calculation puts the energy above the lowest of the compared OMol25 structures with the same formula, charge and spin at 335.81 kJ/mol. For the HOMO energy, the calculation gives -10.152 eV.

natural (NBO) population analysis, charges in e, atoms 1 to 6: number 1, O, carries -0.223; number 2, N, carries 0.298; number 3, O, carries -0.252; number 4, N, carries -0.205; number 5, C, carries 0.362; number 6, O, carries -0.696

=====

Entry 4:
A single CH2N2O3 molecule in a non-equilibrium geometry. Source: the OMol25 dataset; level of theory: ωB97M-V with the def2-TZVPD basis set.

The geometry in ORCA input format:
```
! wB97M-V def2-TZVPD RIJCOSX def2/J DEFGRID3
* xyz 0 1
C 0.235 0.791 -0.458
N -0.882 -1.312 1.210
N 0.125 -0.534 -0.708
O -0.689 1.564 -0.275
O -0.529 -1.414 -0.107
O 1.519 1.074 -0.536
H -1.533 -2.105 1.300
H 1.755 1.935 -0.427
*
```

The gap between HOMO and LUMO (alpha / beta) is 0.3387 / 0.3476 hartree. The calculation puts the energy above the lowest of the compared OMol25 structures with the same formula, charge and spin at 360.91 kJ/mol. For the HOMO energy (alpha / beta), the calculation gives -10.200 / -10.517 eV.

natural (NBO) population analysis, charges in e, atoms 1 to 6: number 1, C, carries 0.801; number 2, N, carries -0.240; number 3, N, carries -0.101; number 4, O, carries -0.566; number 5, O, carries -0.051; number 6, O, carries -0.651

=====

Entry 5:
3 unconnected molecules or ions with the total composition CH2N2O3 in a non-equilibrium geometry. Source: the OMol25 dataset; level of theory: ωB97M-V with the def2-TZVPD basis set.

The geometry in ORCA input format:
```
! wB97M-V def2-TZVPD RIJCOSX def2/J DEFGRID3
* xyz 0 1
C -1.000 -2.923 1.622
N -0.268 -2.641 2.551
N 0.863 -2.666 3.357
O 1.707 -3.417 3.076
O 0.823 -1.856 4.250
O -1.809 -3.031 0.758
H -1.448 -0.059 -3.824
H -1.078 0.088 -4.621
*
```

The gap between HOMO and LUMO is 0.4032 hartree. The calculation puts the energy above the lowest of the compared OMol25 structures with the same formula, charge and spin at 371.21 kJ/mol. For the HOMO energy, the calculation gives -11.621 eV.

natural (NBO) population analysis, charges in e, atoms 1 to 6: number 1, C, carries 0.900; number 2, N, carries -0.479; number 3, N, carries 0.674; number 4, O, carries -0.296; number 5, O, carries -0.324; number 6, O, carries -0.474

=====

Entry 6:
A single CH2N2O3S molecule in a non-equilibrium geometry. Source: the OMol25 dataset; level of theory: ωB97M-V with the def2-TZVPD basis set.

The geometry in ORCA input format:
```
! wB97M-V def2-TZVPD RIJCOSX def2/J DEFGRID3
* xyz 0 1
C -0.617 -0.270 -0.759
N -1.409 0.381 1.340
N -1.186 -0.088 0.284
O 1.325 -0.467 0.984
O 1.918 -0.544 -1.393
O 1.029 1.481 -0.377
S 1.186 0.062 -0.334
H -0.722 -0.333 -1.946
H -1.523 -0.222 2.201
*
```

The gap between HOMO and LUMO is 0.3141 hartree. The calculation puts the energy above the lowest of the compared OMol25 structures with the same formula, charge and spin at 362.95 kJ/mol. For the HOMO energy, the calculation gives -10.273 eV.

natural (NBO) population analysis, charges in e, atoms 1 to 6: number 1, C, carries -0.197; number 2, N, carries -0.206; number 3, N, carries 0.080; number 4, O, carries -0.960; number 5, O, carries -0.922; number 6, O, carries -0.947

=====

The calculation returns the following calculated total energy values, one per record and in order: -697.2750; -374.3230; -374.3512; -374.3417; -374.3377; -772.5686 Ha.